P) This record from the Open Molecules 2025 dataset describes an isolated ion of composition C2H7N4O and charge +1. The level of theory is the ωB97M-V functional and the def2-TZVPD basis.

Its structure (SMILES) is NN(N)C(=[NH2+])C=O. Its spin multiplicity is 1. As for the LUMO energy: -4.59 eV. The net charge is +1. As for the orbital gap: 9.90 eV.

Positions of all 14 atoms, in Å:
C: 0.68 0.16 1.67
C: -0.26 -0.24 0.63
N: 0.11 0.14 -0.61
N: -1.36 -0.97 0.75
N: -0.89 -0.10 -1.63
N: 1.39 0.60 -0.95
O: 1.48 -0.61 2.15
H: 0.71 1.27 2.01
H: -1.56 -1.26 1.67
H: -1.87 -1.28 -0.06
H: -0.69 -0.07 -2.63
H: -1.51 0.74 -1.59
H: 1.64 1.59 -0.96
H: 2.14 0.03 -0.45

Atom charges from the Löwdin analysis, given in e for atoms 1 to 6:
1 C -0.18
2 C -0.22
3 N -0.17
4 N 0.25
5 N 0.10
6 N 0.11

***

Q) This record from the Open Molecules 2025 dataset describes C2H7N4O as an isolated structure. The level of theory is the ωB97M-V functional and the def2-TZVPD basis.

Its spin multiplicity is 1. As for the LUMO energy: -3.28 eV. The net charge is +1. As for the orbital gap: 10.80 eV.

Positions of all 14 atoms, in Å:
C: -1.74 0.77 0.25
C: 1.80 0.08 0.05
N: 2.32 -1.11 0.19
N: -0.60 0.98 -0.36
N: 0.16 -0.10 -0.75
N: -2.21 -0.43 0.44
O: 2.06 1.19 0.31
H: -2.31 1.63 0.59
H: 1.85 -1.93 -0.14
H: 3.23 -1.18 0.63
H: -0.22 1.92 -0.45
H: 0.42 -0.01 -1.73
H: -3.10 -0.61 0.87
H: -1.65 -1.21 0.11

Atom charges from the Löwdin analysis, given in e for atoms 1 to 6:
1 C -0.11
2 C -0.42
3 N 0.21
4 N -0.03
5 N 0.03
6 N 0.19

***

Stability summary: most stable Q), least stable P).

***

P) This record from the Open Molecules 2025 dataset describes one molecule with the formula C3H6ClFN2. The level of theory is the ωB97M-V functional and the def2-TZVPD basis.

Its structure (SMILES) is [H]/N=C(\N)[C@H](F)CCl. Its spin multiplicity is 1. As for the LUMO energy: 0.87 eV. As for the orbital gap: 10.28 eV.

Positions of all 13 atoms, in Å:
C: 1.32 -0.27 -0.04
C: 0.34 0.69 -0.73
C: -0.98 0.02 -0.99
H: 2.11 -0.68 1.85
H: 1.21 0.87 1.62
H: 2.49 -1.89 -0.45
H: 0.82 1.06 -1.65
H: -1.71 0.57 -1.56
H: -0.84 -0.84 -1.56
N: 1.56 0.00 1.24
N: 1.72 -1.21 -0.77
F: 0.14 1.79 0.09
Cl: -1.90 -0.55 0.49

Atom charges from the Löwdin analysis, given in e for atoms 1 to 6:
1 C -0.55
2 C -0.33
3 C -0.47
4 H 0.15
5 H 0.10
6 H 0.09

***

Q) This record from the Open Molecules 2025 dataset describes one molecule with the formula C3H6ClFN2. The level of theory is the ωB97M-V functional and the def2-TZVPD basis.

Its structure (SMILES) is C/C(=N\N)[C@H](F)Cl. Its spin multiplicity is 1. As for the LUMO energy: 0.71 eV. As for the orbital gap: 9.44 eV.

Positions of all 13 atoms, in Å:
C: 0.48 1.22 0.20
C: -0.28 -0.18 0.07
C: -1.71 -0.38 0.49
H: -0.11 2.13 0.69
H: 1.16 1.27 1.02
H: 1.07 1.64 -0.59
H: 2.04 -1.88 -0.88
H: 2.26 -0.16 -0.73
H: -2.09 0.13 1.37
N: 0.39 -1.14 -0.53
N: 1.59 -0.94 -0.83
F: -1.84 -1.72 0.56
Cl: -2.97 0.01 -0.84

Atom charges from the Löwdin analysis, given in e for atoms 1 to 6:
1 C -0.06
2 C -0.29
3 C -0.61
4 H 0.12
5 H 0.04
6 H 0.04

***

Stability summary: most stable P), least stable Q).

***

P) This record from the Open Molecules 2025 dataset describes one molecule with the formula C2H2ClNO2. The level of theory is the ωB97M-V functional and the def2-TZVPD basis.

Its structure (SMILES) is O=[N+]([O-])/C=C/Cl. Its spin multiplicity is 1. As for the LUMO energy: -0.49 eV. As for the orbital gap: 9.95 eV.

Positions of all 8 atoms, in Å:
C: 0.07 -0.29 0.37
C: 1.14 0.25 -0.26
N: -1.27 0.02 0.06
O: -1.62 1.19 0.09
O: -1.94 -0.91 -0.28
Cl: 2.78 -0.12 -0.02
H: 0.01 -1.10 1.00
H: 0.84 0.97 -0.95

Atom charges from the Löwdin analysis, given in e for atoms 1 to 6:
1 C -0.08
2 C -0.52
3 N -0.44
4 O 0.09
5 O 0.11
6 Cl 0.68

***

Q) This record from the Open Molecules 2025 dataset describes one molecule with the formula C2H2ClNO2. The level of theory is the ωB97M-V functional and the def2-TZVPD basis.

Its spin multiplicity is 1. As for the LUMO energy (spin up / spin down): -1.17 / -1.15 eV. As for the orbital gap (spin up / spin down): 9.22 / 9.20 eV.

Positions of all 8 atoms, in Å:
C: -0.86 0.26 -0.08
C: 0.50 -0.28 0.44
N: -0.88 0.73 -1.22
O: 1.39 0.41 -0.41
O: 0.92 0.20 -1.63
Cl: -2.18 0.10 1.01
H: 0.83 -0.01 1.55
H: 0.29 -1.41 0.34

Atom charges from the Löwdin analysis, given in e for atoms 1 to 6:
1 C -0.84
2 C -0.19
3 N 0.21
4 O -0.15
5 O -0.06
6 Cl 0.71

***

Stability summary: most stable P), least stable Q).

***

P) This record from the Open Molecules 2025 dataset describes C2H6CsO as an isolated structure. The level of theory is the ωB97M-V functional and the def2-TZVPD basis.

Its spin multiplicity is 1. As for the LUMO energy: -3.68 eV. The net charge is +1. As for the orbital gap: 10.78 eV.

Positions of all 10 atoms, in Å:
Cs: 0.08 0.18 3.90
C: -0.47 0.04 -1.21
C: 0.22 -0.46 0.04
O: 0.41 0.62 0.98
H: -1.45 0.41 -0.95
H: -0.63 -0.77 -1.93
H: 0.15 0.78 -1.73
H: 1.19 -0.92 -0.16
H: -0.40 -1.20 0.54
H: 0.90 1.31 0.53

Atom charges from the Löwdin analysis, given in e for atoms 1 to 6:
1 Cs 1.07
2 C -0.07
3 C -0.30
4 O -0.27
5 H 0.08
6 H 0.09

***

Q) This record from the Open Molecules 2025 dataset describes C2H6CsO as an isolated structure. The level of theory is the ωB97M-V functional and the def2-TZVPD basis.

Its spin multiplicity is 1. As for the LUMO energy: -4.24 eV. The net charge is +1. As for the orbital gap: 8.16 eV.

Positions of all 10 atoms, in Å:
Cs: 5.33 2.57 0.48
C: -0.12 0.17 -0.69
C: -1.08 -0.78 0.03
O: -1.37 -0.15 1.27
H: 0.12 -0.12 -1.71
H: 0.79 0.20 -0.10
H: -0.45 1.21 -0.77
H: -0.55 -1.71 0.18
H: -1.98 -0.93 -0.56
H: -0.69 -0.46 1.87

Atom charges from the Löwdin analysis, given in e for atoms 1 to 6:
1 Cs 0.99
2 C -0.10
3 C -0.30
4 O -0.08
5 H 0.07
6 H 0.05

***

Stability summary: most stable P), least stable Q).

***

P) This record from the Open Molecules 2025 dataset describes CH5O2 as an isolated structure. The level of theory is the ωB97M-V functional and the def2-TZVPD basis.

Its spin multiplicity is 1. As for the LUMO energy: 4.81 eV. The net charge is -1. As for the orbital gap: 7.94 eV.

Positions of all 8 atoms, in Å:
O: 2.09 0.24 -0.27
H: 1.98 1.18 -0.12
C: -0.96 -0.39 0.23
O: -0.30 0.54 -0.55
H: -0.69 -1.47 0.15
H: -2.05 -0.40 -0.01
H: -0.96 0.03 1.25
H: 0.89 0.27 -0.69

Atom charges from the Löwdin analysis, given in e for atoms 1 to 6:
1 O -0.39
2 H -0.09
3 C -0.33
4 O -0.34
5 H 0.06
6 H 0.03

***

Q) This record from the Open Molecules 2025 dataset describes a 2-piece molecular cluster, CH5O2 overall. The level of theory is the ωB97M-V functional and the def2-TZVPD basis.

Its spin multiplicity is 1. As for the LUMO energy: 4.88 eV. The net charge is -1. As for the orbital gap: 7.73 eV.

Positions of all 8 atoms, in Å:
O: -2.08 -0.08 -0.28
H: -1.88 0.86 -0.35
C: 0.99 -0.09 0.06
O: 0.07 -0.44 0.98
H: 0.88 -0.33 -1.01
H: 2.01 -0.51 0.29
H: 1.23 1.00 0.07
H: -1.21 -0.40 0.24

Atom charges from the Löwdin analysis, given in e for atoms 1 to 6:
1 O -0.22
2 H -0.02
3 C -0.45
4 O -0.38
5 H 0.04
6 H 0.03

***

Stability summary: most stable Q), least stable P).

***

P) This record from the Open Molecules 2025 dataset describes an isolated ion of composition C9H15N2O and charge +1. The level of theory is the ωB97M-V functional and the def2-TZVPD basis.

Its structure (SMILES) is C[C@@H]1CO[C@H]2C=CC=N[C@@]2(C)[NH2+]1. Its spin multiplicity is 1. As for the LUMO energy: -3.98 eV. The net charge is +1. As for the orbital gap: 9.11 eV.

Positions of all 27 atoms, in Å:
C: -3.15 -0.43 0.62
C: -2.54 -1.20 -0.32
C: -2.50 0.62 1.35
C: 1.08 -1.73 -0.05
C: -1.09 -1.01 -0.71
C: 1.44 -0.44 0.74
C: -0.78 0.61 -0.06
C: 2.96 -0.22 0.78
C: -1.36 1.64 -0.99
N: -1.25 0.92 1.23
N: 0.75 0.67 -0.07
O: -0.31 -2.01 -0.08
H: -4.25 -0.65 0.71
H: -3.16 -1.86 -0.91
H: -3.03 1.08 2.25
H: 1.68 -1.55 -1.03
H: 1.51 -2.60 0.43
H: -0.95 -0.88 -1.82
H: 0.89 -0.28 1.71
H: 3.31 -1.23 0.95
H: 3.29 0.48 1.59
H: 3.32 0.16 -0.11
H: -1.37 2.69 -0.75
H: -2.36 1.22 -0.81
H: -0.90 1.48 -1.99
H: 1.01 1.52 0.31
H: 1.05 0.68 -1.02

Atom charges from the Löwdin analysis, given in e for atoms 1 to 6:
1 C -0.05
2 C 0.01
3 C -0.12
4 C -0.14
5 C -0.17
6 C -0.25

***

Q) This record from the Open Molecules 2025 dataset describes an isolated ion of composition C9H15N2O and charge +1. The level of theory is the ωB97M-V functional and the def2-TZVPD basis.

Its structure (SMILES) is CCCOCc1c[nH+]nc(C)c1. Its spin multiplicity is 1. As for the LUMO energy: -5.03 eV. The net charge is +1. As for the orbital gap: 8.66 eV.

Positions of all 27 atoms, in Å:
C: 0.96 -0.54 1.96
C: 1.93 -0.98 0.85
C: 2.47 0.14 -0.06
O: 1.92 1.43 0.19
C: 0.99 1.90 -0.74
C: -0.33 1.19 -0.53
C: -1.21 1.64 0.45
N: -2.30 0.96 0.70
N: -2.68 -0.17 0.12
C: -1.88 -0.64 -0.81
C: -2.30 -1.91 -1.48
C: -0.70 0.03 -1.17
H: 1.14 0.49 2.27
H: -0.07 -0.67 1.66
H: 1.11 -1.17 2.84
H: 2.77 -1.50 1.29
H: 1.41 -1.72 0.23
H: 2.33 -0.13 -1.11
H: 3.55 0.24 0.08
H: 0.86 2.96 -0.54
H: 1.33 1.76 -1.77
H: -1.03 2.54 1.02
H: -2.94 1.29 1.41
H: -3.04 -1.71 -2.26
H: -2.74 -2.58 -0.74
H: -1.44 -2.42 -1.91
H: -0.09 -0.40 -1.96

Atom charges from the Löwdin analysis, given in e for atoms 1 to 6:
1 C -0.09
2 C -0.19
3 C -0.18
4 O -0.13
5 C -0.15
6 C -0.12

***

Stability summary: most stable Q), least stable P).